--- one ---
Molecular formula: C3H2F3N
Method: DFT, the ωB97M-V functional and the def2-TZVPD basis

Summary:
spin multiplicity = 1

Atoms and positions in Å:
C  -1.71  -0.26  -0.22
C  -0.75  0.53  0.49
C  1.46  -0.10  -0.07
N  -1.53  0.92  -0.65
F  2.40  0.36  0.74
F  1.46  -1.41  -0.01
F  1.66  0.33  -1.28
H  -2.08  -1.25  -0.42
H  -0.92  0.88  1.42

natural (NBO) population analysis, charges in e, atoms 1 to 5: number 1, C, carries 0.06; number 2, C, carries -0.13; number 3, C, carries 0.94; number 4, N, carries -0.29; number 5, F, carries -0.33


--- two ---
Molecular formula: C3H2F3N
Method: DFT, the ωB97M-V functional and the def2-TZVPD basis

Summary:
SMILES string = C1=CN=1.FC(F)F
spin multiplicity = 1

Atoms and positions in Å:
C  -0.47  0.35  1.71
C  -0.14  1.61  2.22
N  0.81  0.76  1.76
H  -0.13  2.59  2.49
F  0.60  -0.06  -0.95
C  -0.05  -1.06  -1.57
F  0.68  -2.16  -1.70
F  -0.36  -0.65  -2.80
H  -0.94  -1.38  -1.15

natural (NBO) population analysis, charges in e, atoms 1 to 5: number 1, C, carries 0.04; number 2, C, carries 0.02; number 3, N, carries -0.28; number 4, H, carries 0.22; number 5, F, carries -0.32


--- three ---
Molecular formula: C3H2F3N
Method: DFT, the ωB97M-V functional and the def2-TZVPD basis

Summary:
spin multiplicity = 1

Atoms and positions in Å:
C  0.64  -0.94  0.48
C  0.93  2.41  -0.61
C  -0.76  -1.08  -0.02
N  1.70  -0.95  0.93
F  -1.47  -0.12  0.54
F  -0.82  -1.14  -1.33
F  -1.40  -2.16  0.41
H  1.33  1.80  0.17
H  -0.14  2.17  -0.57

natural (NBO) population analysis, charges in e, atoms 1 to 5: number 1, C, carries 0.14; number 2, C, carries -0.14; number 3, C, carries 0.94; number 4, N, carries -0.21; number 5, F, carries -0.30


two comes first in stability; the runner-up is 0.0222 hartree higher.


--- one ---
Molecular formula: C3H6N2O2S
Method: DFT, the ωB97M-V functional and the def2-TZVPD basis

Summary:
SMILES string = C=NOC(=S)N(C)O
spin multiplicity = 1

Atoms and positions in Å:
C  3.04  -0.38  -0.19
N  1.86  0.00  -0.45
O  0.98  -0.56  0.50
C  -0.34  -0.36  0.16
S  -1.39  -1.64  -0.01
N  -0.69  0.91  0.03
C  0.06  2.11  0.30
O  -1.98  1.21  -0.37
H  3.81  -0.02  -0.88
H  3.31  -1.04  0.64
H  0.40  2.55  -0.65
H  0.91  1.88  0.93
H  -0.59  2.81  0.77
H  -2.40  0.31  -0.37

natural (NBO) population analysis, charges in e, atoms 1 to 5: number 1, C, carries -0.11; number 2, N, carries -0.12; number 3, O, carries -0.40; number 4, C, carries 0.36; number 5, S, carries -0.23


--- two ---
Molecular formula: C3H6N2O2S
Method: DFT, the ωB97M-V functional and the def2-TZVPD basis

Summary:
spin multiplicity = 1

Atoms and positions in Å:
C  0.20  -0.18  1.05
C  -0.94  -0.18  1.97
C  -0.56  -0.31  -1.64
N  1.28  -0.61  0.81
N  0.10  0.84  -1.00
O  2.01  2.35  -0.82
O  2.19  -0.51  -0.06
S  1.58  1.06  -1.30
H  -1.82  0.04  1.41
H  -0.85  0.45  2.83
H  -1.19  -1.15  2.32
H  -0.96  0.02  -2.66
H  0.31  -0.98  -1.82
H  -1.36  -0.84  -1.08

natural (NBO) population analysis, charges in e, atoms 1 to 5: number 1, C, carries 0.41; number 2, C, carries -0.71; number 3, C, carries -0.45; number 4, N, carries 0.05; number 5, N, carries -0.85


--- three ---
Molecular formula: C3H6N2O2S
Method: DFT, the ωB97M-V functional and the def2-TZVPD basis

Summary:
spin multiplicity = 1

Atoms and positions in Å:
C  -1.48  -1.95  1.09
C  0.09  0.18  -0.22
C  1.19  2.46  0.46
H  -0.78  -2.79  0.87
H  -2.65  -2.00  0.66
H  -1.83  -2.12  2.20
H  1.47  1.05  -1.14
H  0.26  3.01  1.37
H  0.47  -0.84  -3.03
N  0.90  1.22  -0.28
N  0.00  -0.67  -1.18
O  2.58  2.88  0.27
O  0.60  -0.26  -2.39
S  -0.82  -0.17  1.32

natural (NBO) population analysis, charges in e, atoms 1 to 5: number 1, C, carries -0.74; number 2, C, carries 0.25; number 3, C, carries 0.47; number 4, H, carries 0.25; number 5, H, carries 0.25


--- four ---
Molecular formula: C3H6N2O2S
Method: DFT, the ωB97M-V functional and the def2-TZVPD basis

Summary:
spin multiplicity = 1

Atoms and positions in Å:
C  -0.32  2.20  -0.41
C  0.23  0.97  0.22
C  -0.50  -1.37  0.08
N  -1.52  2.23  -0.66
N  -0.78  -0.03  0.30
O  -1.99  -0.05  -2.32
O  -3.30  0.31  -0.09
S  -2.03  0.59  -0.68
H  0.24  3.16  -0.41
H  1.07  0.58  -0.33
H  0.74  1.16  1.07
H  -0.43  -1.65  -0.99
H  0.39  -1.63  0.44
H  -1.22  -2.15  0.48

natural (NBO) population analysis, charges in e, atoms 1 to 5: number 1, C, carries 0.17; number 2, C, carries -0.31; number 3, C, carries -0.44; number 4, N, carries -0.56; number 5, N, carries -0.61


one comes first in stability; the runner-up is 0.0157 hartree higher.


--- one ---
Molecular formula: C4H26N2O7
Method: DFT, the ωB97M-V functional and the def2-TZVPD basis

Summary:
SMILES string = C[C@@H](N)CCN.O.O.O.O.O.O.O
spin multiplicity = 1

Atoms and positions in Å:
C  -2.18  -0.14  -0.81
C  -0.74  -0.43  -0.32
N  -0.25  0.63  0.62
C  -0.67  -1.83  0.32
C  0.69  -2.18  0.92
N  1.78  -1.94  -0.09
H  -2.44  -0.80  -1.58
H  -2.91  -0.14  0.00
H  -2.18  0.86  -1.29
H  -0.10  -0.43  -1.18
H  -0.89  0.83  1.35
H  -0.15  1.43  0.10
H  -0.98  -2.54  -0.46
H  -1.50  -1.95  1.15
H  0.85  -1.61  1.83
H  0.70  -3.28  1.18
H  2.65  -2.39  0.19
H  1.94  -0.96  -0.20
O  3.34  1.41  -0.87
H  3.76  2.27  -0.67
H  3.01  1.12  -0.03
O  2.37  0.65  1.52
H  2.33  1.29  2.21
H  1.42  0.44  1.23
O  1.20  1.44  -2.47
H  1.16  0.47  -2.80
H  2.03  1.44  -1.98
O  -3.16  -0.58  2.48
H  -2.31  -0.62  1.94
H  -3.04  -1.20  3.18
O  1.12  -1.50  -2.93
H  0.52  -2.17  -3.37
H  1.38  -1.84  -2.07
O  -0.75  2.97  -1.44
H  -0.93  3.51  -2.14
H  -0.05  2.36  -1.77
O  -1.95  1.78  2.84
H  -2.39  2.56  2.51
H  -2.63  1.05  2.89

natural (NBO) population analysis, charges in e, atoms 1 to 5: number 1, C, carries -0.63; number 2, C, carries -0.08; number 3, N, carries -0.87; number 4, C, carries -0.40; number 5, C, carries -0.23


--- two ---
Molecular formula: C4H26N2O7
Method: DFT, the ωB97M-V functional and the def2-TZVPD basis

Summary:
SMILES string = NCCCCN.O.O.O.O.O.O.O
spin multiplicity = 1

Atoms and positions in Å:
N  -0.23  -2.78  -0.67
C  -0.49  -2.70  0.79
C  -1.20  -1.38  1.03
C  -1.21  -0.76  2.42
C  -0.40  0.55  2.43
N  -0.77  1.58  1.43
H  0.72  -2.39  -0.75
H  -0.14  -3.78  -0.88
H  -0.97  -3.59  1.21
H  0.45  -2.88  1.38
H  -0.70  -0.68  0.35
H  -2.26  -1.51  0.74
H  -0.74  -1.43  3.19
H  -2.16  -0.71  2.95
H  -0.42  0.93  3.48
H  0.68  0.44  2.38
H  -0.86  1.18  0.52
H  -1.49  2.16  1.82
O  0.59  1.93  -2.94
H  -0.36  1.80  -3.08
H  0.93  1.03  -3.06
O  -0.46  -1.48  -3.35
H  -0.45  -1.86  -2.46
H  -1.31  -1.66  -3.77
O  4.46  1.29  -0.20
H  4.30  1.78  -1.02
H  4.24  2.07  0.35
O  -2.53  0.79  -2.02
H  -2.96  1.47  -2.55
H  -1.83  0.25  -2.41
O  2.52  2.61  1.69
H  2.23  1.77  2.06
H  1.95  3.10  1.10
O  -2.82  2.66  0.08
H  -2.07  3.21  -0.11
H  -2.88  2.04  -0.67
O  2.56  -1.79  -0.34
H  3.18  -2.36  -0.82
H  2.89  -0.89  -0.31

natural (NBO) population analysis, charges in e, atoms 1 to 5: number 1, N, carries -0.89; number 2, C, carries -0.22; number 3, C, carries -0.41; number 4, C, carries -0.43; number 5, C, carries -0.22


one comes first in stability; the runner-up is 0.0671 hartree higher.


--- one ---
Molecular formula: C26H27N4
Method: DFT, the ωB97M-V functional and the def2-TZVPD basis

Summary:
charge = +1
spin multiplicity = 1

Atoms and positions in Å:
C  -6.08  0.39  2.98
N  -5.03  -0.16  2.14
C  -5.46  -1.31  1.38
C  -3.68  0.17  2.33
C  -2.87  -0.55  3.24
C  -1.56  -0.18  3.48
C  -0.96  0.90  2.79
C  0.43  1.24  2.96
C  1.44  0.31  2.73
C  2.88  0.59  2.64
C  3.61  1.76  2.57
C  5.01  1.68  2.38
C  5.65  0.43  2.27
C  4.90  -0.77  2.27
C  3.53  -0.65  2.45
N  2.54  -1.65  2.38
C  2.73  -3.07  2.15
C  1.31  -1.09  2.54
C  -1.78  1.63  1.88
C  -3.09  1.25  1.63
H  -5.70  1.21  3.60
H  -6.89  0.77  2.35
H  -6.50  -0.39  3.63
H  -4.63  -1.73  0.80
H  -5.87  -2.09  2.04
H  -6.26  -1.01  0.68
H  -3.31  -1.41  3.77
H  -0.96  -0.72  4.21
H  0.72  2.28  3.01
H  3.09  2.71  2.64
H  5.60  2.59  2.32
H  6.73  0.39  2.18
H  5.37  -1.74  2.16
H  3.80  -3.29  2.11
H  2.26  -3.64  2.97
H  2.25  -3.37  1.21
H  0.39  -1.66  2.44
H  -1.33  2.46  1.33
H  -3.69  1.78  0.88
C  1.26  3.91  5.48
C  1.03  2.59  6.10
N  0.81  1.43  5.51
C  0.67  0.49  6.52
C  0.79  1.12  7.77
C  0.69  0.45  8.98
C  0.43  -0.93  8.92
C  0.32  -1.59  7.68
C  0.45  -0.90  6.47
N  1.03  2.46  7.46
H  1.21  3.80  4.39
H  0.50  4.62  5.81
H  2.25  4.30  5.76
H  0.80  1.00  9.92
H  0.32  -1.51  9.84
H  0.13  -2.67  7.66
H  0.41  -1.38  5.50
H  1.18  3.21  8.13

natural (NBO) population analysis, charges in e, atoms 1 to 5: number 1, C, carries -0.40; number 2, N, carries -0.51; number 3, C, carries -0.40; number 4, C, carries 0.23; number 5, C, carries -0.24


--- two ---
Molecular formula: C26H27N4
Method: DFT, the ωB97M-V functional and the def2-TZVPD basis

Summary:
charge = +1
spin multiplicity = 1

Atoms and positions in Å:
C  -6.15  -0.83  -0.67
N  -5.10  -1.41  -1.49
C  -5.51  -2.57  -2.24
C  -3.76  -1.04  -1.34
C  -2.88  -1.79  -0.51
C  -1.55  -1.42  -0.37
C  -1.04  -0.29  -1.07
C  0.36  0.05  -1.01
C  1.37  -0.89  -1.13
C  2.81  -0.61  -1.16
C  3.56  0.56  -1.14
C  4.96  0.46  -1.25
C  5.60  -0.79  -1.36
C  4.85  -1.98  -1.39
C  3.47  -1.86  -1.30
N  2.49  -2.86  -1.39
C  2.72  -4.28  -1.53
C  1.25  -2.30  -1.31
C  -1.93  0.48  -1.85
C  -3.25  0.10  -2.02
H  -5.73  -0.02  -0.06
H  -6.94  -0.44  -1.31
H  -6.58  -1.60  -0.01
H  -4.66  -2.99  -2.80
H  -5.93  -3.35  -1.58
H  -6.30  -2.29  -2.96
H  -3.28  -2.66  0.01
H  -0.89  -1.99  0.28
H  0.65  1.10  -0.98
H  3.03  1.51  -1.04
H  5.56  1.37  -1.24
H  6.68  -0.83  -1.43
H  5.30  -2.96  -1.48
H  3.79  -4.47  -1.56
H  2.26  -4.82  -0.69
H  2.26  -4.66  -2.46
H  0.35  -2.90  -1.41
H  -1.54  1.36  -2.38
H  -3.92  0.64  -2.68
C  1.66  1.24  4.62
N  1.22  1.67  3.30
C  1.20  0.90  2.17
N  0.76  1.60  1.12
C  0.46  2.87  1.57
C  0.76  2.94  2.95
C  0.62  4.10  3.69
C  0.15  5.25  3.01
C  -0.16  5.19  1.64
C  -0.01  4.00  0.90
H  1.61  2.09  5.30
H  1.01  0.43  5.00
H  2.68  0.85  4.58
H  1.52  -0.14  2.19
H  0.88  4.09  4.75
H  0.03  6.19  3.55
H  -0.52  6.09  1.14
H  -0.24  3.91  -0.16

natural (NBO) population analysis, charges in e, atoms 1 to 5: number 1, C, carries -0.40; number 2, N, carries -0.50; number 3, C, carries -0.40; number 4, C, carries 0.24; number 5, C, carries -0.26


one comes first in stability; the runner-up is 0.0142 hartree higher.